No. 1
{"formula": "C4H10N2O", "method": "ωB97M-V/def2-TZVPD", "symbols": ["O", "N", "N", "C", "C", "C", "C", "H", "H", "H", "H", "H", "H", "H", "H", "H", "H"], "positions_angstrom": [[0.3760, 2.7255, 3.0483], [0.5364, -2.3646, -0.6319], [-0.3861, 0.2499, 0.4424], [0.1006, 0.0882, -0.9280], [-0.2907, 1.5961, 0.9662], [-0.0780, -1.2760, -1.4494], [0.3680, 1.7118, 2.3260], [0.1770, 2.0370, 0.1469], [-1.3398, 0.0359, 0.5120], [0.9023, -2.9087, -1.2990], [-0.2093, -2.8756, -0.2132], [-0.3875, 0.7020, -1.7222], [1.2409, 0.3361, -0.7872], [0.4050, -1.5672, -2.4205], [-1.3517, 1.9958, 1.2402], [-1.0898, -1.2970, -1.7450], [1.0268, 0.8107, 2.5143]], "atomic_forces_ev_per_a": [[-0.5, -2.9, -1.9], [-2.5, 3.2, 2.2], [0.1, -0.5, 0.2], [2.9, 1.4, 0.5], [-3.0, -0.3, 1.8], [2.2, -1.9, -0.9], [2.2, 1.9, 0.8], [0.9, 2.4, -0.6], [-1.4, -1.0, -0.1], [1.9, -3.0, -2.5], [-0.3, -0.6, 0.8], [0.4, 0.5, 0.7], [-2.0, -0.3, -0.9], [-0.2, 1.8, 0.3], [1.6, -0.1, -1.2], [-1.8, -1.1, 0.3], [-0.6, 0.5, 0.5]], "nbo_charge": [-0.521, -0.797, -0.617, -0.232, -0.339, -0.245, 0.429, 0.228, 0.351, 0.340, 0.350, 0.171, 0.192, 0.196, 0.204, 0.173, 0.119], "e_lumo_ev": 0.82, "total_charge": 0, "smiles": "NCCNCC=O", "homo_ev": -9.21, "homo_lumo_gap_ev": 10.02}

---

No. 2
{"formula": "C8H17N5O3", "method": "ωB97M-V/def2-TZVPD", "symbols": ["O", "O", "O", "N", "N", "N", "N", "N", "C", "C", "C", "C", "C", "C", "C", "C", "H", "H", "H", "H", "H", "H", "H", "H", "H", "H", "H", "H", "H", "H", "H", "H", "H"], "positions_angstrom": [[0.6996, -0.0580, 1.3732], [0.7630, 2.1973, 1.7478], [2.7216, -1.7174, -1.5802], [-2.0907, -1.4081, 1.3368], [-4.3492, -1.4143, 0.8449], [-2.7748, -0.8407, -0.8909], [3.8324, -1.9754, 1.1411], [1.4708, 0.1170, -1.0034], [1.0311, 1.4538, -0.3960], [-1.4805, 1.0656, -0.6705], [2.5375, -0.7233, -0.7858], [3.4966, -0.6602, 0.4430], [-0.3214, 1.9171, -1.0431], [-3.1950, -1.2069, 0.3996], [-1.5169, -0.2560, -1.1625], [0.7912, 1.1417, 1.0491], [-1.3577, 0.8992, 0.4963], [-1.6776, -0.3705, -2.2687], [1.6957, 2.3259, -0.2466], [3.0350, -2.1724, 1.6220], [-0.7314, -0.8717, -0.8438], [4.0664, -2.7057, 0.4683], [0.4876, 2.2026, 2.6436], [-2.7507, -0.9965, 2.4459], [-0.5665, 2.9489, -0.7374], [3.2180, 0.1617, 1.4194], [-2.3055, 1.5422, -0.9610], [-0.3866, 2.0419, -2.1708], [-5.1859, -0.9538, 0.3056], [1.0581, 0.1584, -2.1317], [4.4818, -0.2046, -0.0789], [-1.1928, -0.8929, 1.1338], [-3.5030, -0.7449, -1.8992]], "atomic_forces_ev_per_a": [[-0.3, 3.0, 1.0], [0.2, 3.0, 0.3], [-0.6, 3.6, 2.4], [-3.0, 2.0, 2.9], [-3.4, 1.4, -0.5], [-4.6, -1.1, -2.2], [2.0, 2.9, -2.8], [-1.4, 3.0, -4.7], [0.1, -0.9, -0.2], [3.9, 0.5, 4.6], [0.2, -3.7, -1.5], [1.8, 2.2, 1.6], [0.6, 1.1, -1.2], [2.0, 0.5, -0.6], [-1.4, -2.6, -3.6], [-0.3, -5.8, -1.2], [-1.3, 0.9, -2.0], [1.9, 0.8, 0.4], [0.5, -0.6, -1.4], [-2.6, -1.3, 1.6], [1.2, -0.9, 0.3], [-0.4, 0.3, 0.1], [-0.4, -0.8, 1.6], [3.2, -1.7, -4.5], [0.5, -0.3, 0.3], [0.6, -2.5, -3.3], [-3.6, 2.0, -0.5], [1.1, -0.5, 1.0], [2.4, -1.6, 0.8], [2.1, -0.8, 4.3], [-2.0, -1.1, 1.4], [-1.5, -0.7, 0.7], [2.4, -0.7, 5.1]], "nbo_charge": [-0.625, -0.659, -0.632, -0.858, -0.791, -0.640, -0.810, -0.630, -0.156, -0.409, 0.642, -0.307, -0.401, 0.573, -0.242, 0.799, 0.190, 0.197, 0.229, 0.354, 0.224, 0.378, 0.519, 0.401, 0.233, 0.198, 0.215, 0.221, 0.350, 0.421, 0.224, 0.396, 0.400], "e_lumo_ev": 0.09, "total_charge": 0, "homo_ev": -8.57, "homo_lumo_gap_ev": 8.66}

---

No. 3
{"formula": "C3H10NS", "method": "ωB97M-V/def2-TZVPD", "symbols": ["S", "N", "C", "C", "C", "H", "H", "H", "H", "H", "H", "H", "H", "H", "H"], "positions_angstrom": [[0.2500, -0.6500, -0.7953], [-2.6003, 0.0273, -0.3212], [1.4149, 1.1800, -0.6339], [1.1416, -1.5591, 0.9506], [-1.2549, 0.3377, 0.1126], [2.0457, -1.8871, 0.4599], [-1.0009, 1.4212, 0.0278], [-2.5709, -0.8081, -0.9175], [1.3358, -0.6895, 1.6086], [1.5837, 1.1285, 0.4640], [-1.0462, 0.0988, 1.1642], [2.2904, 0.8739, -1.2004], [-2.9368, 0.6721, -1.0402], [0.3603, -2.2712, 1.1262], [0.9876, 2.1257, -1.0055]], "atomic_forces_ev_per_a": [[1.1, 3.0, 2.7], [1.2, -0.4, -1.4], [-0.1, -2.3, 0.5], [-0.6, 2.5, -2.8], [0.0, 0.5, 0.2], [0.1, -0.5, 0.2], [-0.3, -0.9, -0.3], [-0.3, -0.3, 0.9], [-0.5, -0.9, -0.2], [-0.1, 0.4, -1.0], [-0.3, -0.4, -0.4], [0.0, 0.2, 0.1], [0.3, 0.5, 0.6], [0.0, -0.3, 0.6], [-0.5, -0.9, 0.1]], "nbo_charge": [0.368, -0.791, -0.502, -0.473, -0.215, 0.237, 0.224, 0.377, 0.232, 0.220, 0.209, 0.236, 0.382, 0.244, 0.252], "e_lumo_ev": -4.68, "total_charge": 1, "homo_ev": -14.31, "homo_lumo_gap_ev": 9.63}

---

No. 4
{"formula": "C4H5NO", "method": "ωB97M-V/def2-TZVPD", "symbols": ["O", "N", "C", "C", "C", "C", "H", "H", "H", "H", "H"], "positions_angstrom": [[-1.2894, 0.9423, -1.2322], [-0.4869, -1.0158, 1.0334], [0.8910, 0.3466, -0.4108], [0.3576, -0.0690, 0.9273], [-1.1362, -2.0466, 1.1803], [-0.0980, 1.1261, -1.2648], [-2.2284, -1.9469, 1.1756], [0.6845, 0.4266, 1.8377], [0.3595, 1.8693, -1.9587], [1.8152, 0.9223, -0.2916], [1.1311, -0.5549, -0.9962]], "atomic_forces_ev_per_a": [[0.6, 0.2, -0.1], [-0.1, -0.3, 0.2], [0.0, -0.1, 0.0], [-0.1, -0.2, 0.0], [0.2, 0.5, -0.1], [-0.4, -0.1, 0.0], [0.2, 0.1, -0.1], [-0.1, -0.1, -0.1], [-0.2, -0.2, 0.1], [-0.2, -0.1, -0.1], [0.1, 0.2, 0.0]], "nbo_charge": [-0.507, -0.287, -0.554, -0.048, -0.026, 0.447, 0.180, 0.205, 0.110, 0.230, 0.250], "e_lumo_ev": 0.78, "total_charge": 0, "homo_ev": -8.10, "homo_lumo_gap_ev": 8.88}

---

No. 5
{"formula": "C33H79BNO13P2", "method": "ωB97M-V/def2-TZVPD", "symbols": ["P", "P", "O", "O", "O", "O", "O", "O", "O", "O", "O", "O", "O", "O", "O", "N", "C", "C", "C", "C", "C", "C", "C", "C", "C", "C", "C", "C", "C", "C", "C", "C", "C", "C", "C", "C", "C", "C", "C", "C", "C", "C", "C", "C", "C", "C", "C", "C", "C", "B", "H", "H", "H", "H", "H", "H", "H", "H", "H", "H", "H", "H", "H", "H", "H", "H", "H", "H", "H", "H", "H", "H", "H", "H", "H", "H", "H", "H", "H", "H", "H", "H", "H", "H", "H", "H", "H", "H", "H", "H", "H", "H", "H", "H", "H", "H", "H", "H", "H", "H", "H", "H", "H", "H", "H", "H", "H", "H", "H", "H", "H", "H", "H", "H", "H", "H", "H", "H", "H", "H", "H", "H", "H", "H", "H", "H", "H", "H", "H"], "positions_angstrom": [[-0.5820, 2.0440, -0.2536], [1.9039, 0.3940, 0.9176], [1.0967, 0.0735, 3.9261], [-0.9499, -5.1716, -6.3549], [0.5415, 2.0537, -1.3890], [0.1532, -3.2657, 2.0382], [-2.8043, 1.2791, 5.7318], [1.3475, -5.5517, -11.6324], [-0.5386, 2.9119, 4.5881], [-0.5506, 0.0630, 1.5459], [-1.9684, -5.1255, -0.7672], [-1.9724, -2.9067, 1.0547], [0.0733, 6.7751, 6.2407], [-1.7927, 1.3229, -0.6107], [-0.8921, 3.6192, -0.0949], [-0.9615, 2.3249, 3.3523], [1.3825, 7.2966, 4.2666], [1.5829, -0.9551, -0.3076], [-1.4485, -4.7343, -3.1110], [-2.9698, -0.0129, 1.7202], [-2.9604, 5.2948, 1.8225], [0.2083, 1.2241, 1.3302], [-1.0494, 3.5117, 6.8505], [1.7788, -3.2475, -12.2627], [-1.6843, 4.6833, 2.4050], [2.7806, -1.6899, 4.0797], [3.1084, -5.1456, -13.2549], [-0.3496, -4.7612, -8.6786], [4.0608, 1.0323, -0.7493], [1.0943, 3.4293, 2.3234], [-2.9333, 0.9222, 4.3769], [3.0042, 1.6793, 0.1574], [-1.4613, -1.4853, 3.0809], [-0.9659, -5.2834, -1.7825], [-1.9530, 3.2008, 2.6280], [-0.5443, -6.7391, -1.8881], [0.3930, -1.0493, -1.2635], [0.0880, -5.3060, -7.3312], [0.6368, 7.8442, 5.4739], [1.3893, 1.4075, 3.6379], [-1.5667, 0.9237, 3.6776], [0.4239, 2.0840, 2.6180], [-1.6365, -0.0766, 2.4866], [-1.4377, 3.7216, 5.3937], [1.5197, 8.7239, 6.3403], [0.5465, -6.7517, -7.4328], [2.0650, -0.5423, 4.7845], [2.3639, -4.6318, -12.0341], [-3.6631, 0.5396, 6.5878], [-1.0564, -2.5892, 1.9991], [-0.6677, -3.7218, -8.5890], [-0.2764, -7.3811, -7.7837], [3.5085, 2.1624, 0.9948], [-4.7068, 0.6265, 6.2694], [-1.8235, -3.7809, 0.6487], [-3.3565, 4.6833, 1.0090], [-1.2955, 4.7682, 5.1349], [1.9118, 9.5681, 5.7728], [-1.7012, -5.6937, -6.6591], [-2.3164, -5.3024, -3.4584], [-2.8546, 3.1386, 3.2290], [-1.4515, 5.1738, 3.3454], [2.1720, 3.3029, 2.3462], [-3.3430, 0.9967, 1.5588], [1.6202, -1.8447, 0.3218], [2.5003, -0.9706, -0.9025], [0.4563, -2.0002, -1.7921], [3.0469, -4.5996, -11.1821], [2.3686, 8.1485, 6.7205], [0.8027, 6.2423, 6.5795], [0.7199, 6.6780, 3.6571], [-1.3913, -7.3530, -2.2071], [-3.5627, 0.9571, 7.5870], [-0.7559, -1.4595, 3.9119], [-0.9555, 4.4839, 7.3331], [3.7803, -1.4110, 3.7488], [-3.7386, 5.3987, 2.5805], [-3.2794, -0.1100, 4.2941], [-2.7535, 6.2834, 1.4142], [-0.5600, -1.0285, -0.7415], [1.3931, 2.0078, 4.5499], [2.5573, -2.5278, -12.5186], [2.4256, -5.2234, -14.1057], [3.7176, 0.9748, -1.7819], [-3.7416, -0.5863, 2.2322], [1.1015, 2.8337, -1.4699], [0.4526, -4.8296, -9.4127], [-0.1232, -4.6929, -1.4175], [3.5257, -6.1333, -13.0615], [-0.2081, 4.2492, -0.3594], [-2.4803, 3.4574, 5.2580], [0.4038, -3.6531, 2.8856], [1.3696, -6.8533, -8.1407], [1.0603, -3.2751, -13.0868], [2.2050, -1.9869, 3.2032], [2.4955, 2.4702, -0.3977], [2.3818, 1.4887, 3.1876], [2.2266, 6.6816, 4.5929], [-1.7481, -3.6904, -3.0148], [-0.6825, -4.8107, -3.8806], [0.7116, -5.6236, -12.3536], [-0.8608, 4.8719, 1.7299], [-2.7411, -5.6356, -1.0345], [0.9590, 9.1076, 7.1915], [3.9195, -4.4723, -13.5344], [0.2524, -6.8604, -2.6225], [1.2594, -2.8976, -11.3704], [2.7790, 0.2153, 5.1216], [4.9830, 1.6135, -0.7290], [0.8344, 4.1623, 3.0843], [0.8697, -7.1239, -6.4603], [-0.8713, 0.5631, 4.4251], [0.8228, 3.8378, 1.3579], [-0.2288, 8.4166, 5.1355], [-2.1852, 2.6865, 1.6970], [4.3270, 0.0263, -0.4203], [-2.8131, -0.4541, 0.7417], [-3.6956, 1.5315, 3.8847], [-2.4270, -1.8179, 3.4736], [1.7733, 8.1019, 3.6440], [2.8743, -2.5553, 4.7380], [-1.1943, -5.3425, -9.0607], [-0.1943, -7.1131, -0.9260], [-1.8045, 2.9325, 7.3777], [0.9044, -4.6946, -6.9396], [-0.0991, 2.9838, 6.9342], [0.4054, -0.2676, -2.0126], [-3.3789, -0.5172, 6.6079], [1.5383, -0.8884, 5.6782]], "atomic_forces_ev_per_a": [[0.3, 0.0, 0.2], [0.2, -0.3, 0.4], [0.0, 0.0, 0.1], [0.0, 0.0, 0.0], [-0.2, -0.1, -0.2], [-0.2, -0.5, 0.1], [0.1, -0.1, 0.1], [0.0, 0.0, 0.0], [-0.1, -0.2, -0.2], [0.2, -0.1, 0.4], [0.0, 0.0, 0.1], [0.1, -0.1, 0.2], [0.0, -0.2, -0.1], [-0.1, 0.0, 0.0], [0.2, 0.1, 0.0], [-0.1, -0.1, 0.0], [0.0, 0.0, 0.0], [-0.1, 0.2, -0.3], [-0.1, 0.1, 0.1], [0.1, 0.0, -0.1], [0.0, 0.0, -0.1], [-0.2, 0.3, -0.5], [-0.1, 0.0, 0.0], [0.0, 0.0, 0.0], [0.0, 0.1, 0.1], [0.0, -0.1, 0.0], [0.0, -0.1, 0.0], [-0.1, 0.1, 0.1], [0.2, 0.1, 0.1], [-0.1, 0.1, 0.1], [0.2, 0.0, 0.0], [-0.1, 0.1, -0.4], [-0.1, -0.1, 0.0], [0.1, -0.1, -0.1], [-0.1, -0.1, 0.1], [0.0, 0.0, 0.1], [0.1, -0.1, 0.1], [0.0, -0.1, -0.1], [0.0, 0.0, 0.0], [0.0, 0.1, 0.0], [-0.3, 0.2, 0.2], [0.0, -0.1, 0.1], [-0.1, 0.2, -0.1], [-0.2, 0.3, 0.3], [0.0, 0.0, 0.0], [0.0, 0.0, 0.1], [0.1, 0.0, 0.1], [0.0, 0.0, 0.0], [-0.1, 0.0, -0.1], [-0.1, 0.0, 0.1], [0.0, 0.0, 0.0], [0.0, 0.0, 0.0], [0.0, 0.0, 0.1], [0.0, 0.0, 0.0], [0.0, 0.2, -0.5], [0.0, 0.0, 0.0], [0.1, -0.1, -0.1], [0.0, 0.0, 0.0], [0.0, 0.0, 0.0], [0.0, 0.0, 0.0], [0.0, 0.0, 0.0], [0.0, 0.0, 0.0], [0.0, 0.0, 0.0], [0.1, 0.0, 0.0], [-0.1, 0.0, 0.0], [0.0, -0.1, 0.1], [0.0, -0.1, 0.0], [0.0, 0.0, 0.0], [0.0, 0.0, 0.0], [0.0, 0.1, 0.1], [0.0, 0.0, 0.0], [0.0, 0.0, 0.0], [0.0, 0.0, 0.0], [0.1, 0.0, -0.1], [0.0, 0.0, 0.0], [-0.1, 0.0, -0.1], [0.0, 0.0, 0.0], [0.0, 0.0, 0.1], [0.0, 0.0, 0.1], [0.0, 0.0, 0.0], [0.1, 0.0, -0.1], [0.0, 0.0, 0.0], [0.0, 0.0, 0.0], [0.0, -0.1, 0.0], [0.0, 0.0, 0.0], [-0.1, -0.1, -0.1], [0.0, 0.0, 0.0], [0.0, 0.0, 0.0], [0.0, 0.0, 0.0], [-0.2, -0.2, -0.1], [0.0, -0.1, -0.2], [0.1, 0.4, -0.1], [0.0, 0.0, 0.0], [0.0, 0.0, 0.0], [0.0, 0.0, 0.0], [0.2, -0.1, 0.2], [0.0, -0.1, 0.0], [0.0, 0.0, 0.0], [0.0, 0.0, 0.0], [0.0, 0.0, 0.0], [0.0, 0.0, 0.0], [-0.1, -0.1, 0.1], [0.0, 0.1, 0.1], [0.0, 0.0, 0.0], [0.0, 0.0, 0.0], [0.0, 0.0, 0.0], [0.0, 0.0, 0.0], [0.0, 0.0, 0.0], [0.0, 0.1, -0.1], [0.1, -0.1, 0.0], [0.0, 0.0, 0.0], [0.1, 0.0, -0.2], [0.1, -0.1, 0.1], [0.0, 0.0, 0.0], [0.1, 0.0, 0.0], [0.0, 0.0, 0.0], [0.0, -0.1, 0.0], [0.0, 0.0, 0.0], [0.0, 0.0, 0.1], [0.0, 0.0, 0.0], [0.0, 0.1, 0.0], [0.0, 0.0, 0.0], [0.0, 0.0, 0.0], [0.1, -0.1, 0.0], [0.0, 0.0, 0.0], [0.0, 0.1, 0.0], [0.0, 0.1, -0.1], [0.0, 0.0, 0.0], [-0.1, 0.0, -0.1]], "lowdin_charge": [0.525, 1.128, -0.188, -0.069, -0.140, 0.147, -0.203, -0.066, -0.089, -0.136, -0.067, 0.186, -0.065, -0.206, -0.149, -0.036, -0.057, -0.357, -0.055, 0.007, -0.065, -0.419, -0.026, -0.060, -0.227, -0.055, -0.062, -0.057, -0.149, 0.003, -0.162, -0.413, 0.013, -0.481, -0.092, -0.053, -0.117, -0.497, -0.494, -0.210, -0.072, -0.276, -0.397, -0.189, -0.054, -0.058, -0.217, -0.506, -0.062, -0.660, 0.081, 0.082, 0.060, 0.099, 0.084, 0.085, 0.092, 0.084, 0.089, 0.086, 0.117, 0.089, 0.089, 0.080, 0.058, 0.063, 0.072, 0.136, 0.084, 0.087, 0.057, 0.084, 0.092, 0.112, 0.074, 0.075, 0.085, 0.119, 0.085, 0.056, 0.139, 0.080, 0.082, 0.079, 0.101, 0.078, 0.057, 0.133, 0.080, 0.095, 0.115, 0.107, 0.081, 0.083, 0.055, 0.044, 0.100, 0.084, 0.082, 0.067, 0.091, 0.072, 0.101, 0.084, 0.081, 0.083, 0.073, 0.120, 0.074, 0.091, 0.075, 0.146, 0.062, 0.140, 0.106, 0.064, 0.091, 0.135, 0.119, 0.085, 0.077, 0.086, 0.080, 0.069, 0.136, 0.090, 0.058, 0.098, 0.122], "e_lumo_ev": -2.24, "total_charge": 1, "homo_ev": -10.39, "homo_lumo_gap_ev": 8.15}